No. 1
Molecular formula: C3H67FNO35S2
Method: DFT, wB97M-V/def2-TZVPD

Calculated values
DFT total energy ... -101743.6344 eV
Net charge ... -1
Multiplicity ... 1
LUMO energy ... 0.0514 hartree
Gap between HOMO and LUMO ... 8.537 eV

The geometry in XYZ format:
```
109
Properties=species:S:1:pos:R:3:forces:R:3:mulliken_charge:R:1
O -0.20745 -2.45033 0.78565 0.0 0.1 0.3 -0.57
S 0.35136 -1.54869 -0.18966 0.6 -0.7 -0.5 0.76
O 0.01638 -1.85966 -1.55357 -0.1 0.1 0.1 -0.62
F -0.42120 -0.18682 0.09250 0.0 0.1 0.1 -0.19
N 1.87533 -1.27650 -0.04558 -0.9 0.8 0.1 -0.39
S 2.48410 -0.07846 0.86428 1.4 -0.5 0.4 0.80
O 3.91686 -0.24410 0.76128 0.0 0.0 -0.1 -0.75
O 1.99728 -0.08088 2.22978 -0.7 -0.2 0.0 -0.32
C 2.12288 1.47799 0.10262 -0.2 0.5 0.0 -0.32
C 2.44849 2.66749 1.02337 -0.2 -0.1 0.1 -0.82
C 1.21598 3.32038 1.65522 0.5 -0.7 0.1 -0.65
O 0.83625 2.62030 2.84584 -0.4 0.0 -0.1 -0.35
H 1.08031 1.54091 -0.19989 0.0 -0.2 0.0 0.06
H 2.72967 1.49270 -0.79878 0.0 -0.2 0.0 0.48
H 2.95446 3.41783 0.42173 0.0 0.0 0.0 0.48
H 3.12955 2.39254 1.82651 0.1 0.0 -0.1 0.35
H 0.39718 3.26424 0.93150 -0.1 0.4 0.0 0.37
H 1.45938 4.34813 1.90380 -0.1 0.1 -0.1 0.42
H 0.64974 3.27429 3.52849 0.1 0.1 0.1 0.17
O 1.55652 -4.20935 2.73871 0.0 0.0 0.2 -0.68
H 1.90417 -3.69934 3.48365 -0.1 0.0 -0.1 0.35
H 1.12817 -3.52907 2.20426 0.0 0.0 -0.2 0.32
O 2.41761 5.75048 0.14293 0.0 0.2 -0.1 -0.53
H 2.67310 5.93047 -0.76815 0.0 0.0 0.0 0.26
H 2.53126 6.58829 0.60196 0.0 0.0 0.0 0.26
O -3.36124 -2.33634 -0.30028 -0.1 -0.1 -0.2 -0.68
H -2.45298 -2.13146 -0.55365 0.0 0.0 0.0 0.26
H -3.26515 -2.77496 0.55883 0.0 0.0 0.1 0.42
O 0.60579 2.14250 -2.79795 0.2 0.0 -0.3 -0.52
H 0.37134 1.24463 -2.53656 0.1 0.0 0.0 0.17
H 0.06137 2.32164 -3.57092 -0.3 -0.1 0.2 0.30
O -4.63979 -4.69170 -1.42893 0.1 0.2 -0.2 -0.78
H -4.46347 -5.06872 -0.55459 0.2 -0.2 -0.1 0.36
H -4.16224 -3.84454 -1.42249 -0.1 0.1 0.3 0.40
O 1.83370 -1.95292 4.62524 -0.2 -0.1 0.1 -0.68
H 1.61631 -1.33557 3.90777 0.3 0.2 -0.2 0.41
H 1.07615 -1.93397 5.21719 0.0 0.0 0.0 0.28
O 2.76327 0.09475 -2.70143 0.1 0.1 0.1 -0.51
H 2.48914 -0.78772 -2.42654 0.0 0.0 0.1 0.26
H 2.27210 0.26067 -3.50984 0.0 -0.1 -0.1 0.26
O 4.35697 0.92458 4.25185 -0.2 0.0 0.1 -0.65
H 3.64866 0.87738 3.59587 0.0 0.0 0.0 0.39
H 4.60300 0.00273 4.40556 0.0 0.0 0.0 0.29
O 4.62791 -2.03700 5.25394 0.0 -0.1 0.2 -0.65
H 3.66605 -2.14734 5.18877 0.0 0.2 -0.1 0.37
H 4.99563 -2.88228 4.98308 0.0 0.0 -0.1 0.30
O 0.44812 5.30103 -3.99540 0.0 0.1 -0.1 -0.65
H -0.30823 5.26427 -4.59157 0.0 0.0 0.0 0.33
H 0.66858 4.38217 -3.80908 0.0 0.0 0.2 0.32
O -1.78673 3.84572 2.28743 -0.4 0.0 0.3 -0.65
H -2.52731 3.77468 1.67771 0.0 -0.1 0.0 0.27
H -1.46551 2.94111 2.42136 0.3 0.1 -0.1 0.33
O -3.05206 3.52662 5.19271 -0.2 0.1 0.0 -0.63
H -2.74990 3.68248 4.28826 0.2 0.0 -0.1 0.37
H -2.89934 4.36878 5.63164 0.1 0.0 0.0 0.29
O 0.39025 4.75914 4.89427 0.0 -0.1 -0.1 -0.54
H 0.69687 5.24952 5.66484 0.1 0.0 0.0 0.25
H -0.21201 5.36728 4.45366 0.0 0.0 0.1 0.25
O 2.07669 -1.62715 -4.90625 0.2 0.3 -0.6 -0.68
H 1.28955 -1.69713 -5.46231 -0.3 -0.2 0.4 0.32
H 2.25993 -2.54348 -4.67617 -0.1 0.0 0.1 0.27
O -2.22985 6.43803 -4.16668 0.0 0.0 0.1 -0.64
H -1.73535 6.93301 -3.50371 0.1 0.0 -0.1 0.33
H -2.73957 7.09504 -4.64947 0.0 0.0 0.0 0.28
O -0.11535 -3.39316 -5.11989 -0.2 -0.1 -0.3 -0.56
H 0.10513 -4.27550 -5.43995 0.1 0.0 0.2 0.29
H -0.60714 -3.55519 -4.30858 0.1 0.2 0.1 0.28
O 3.20497 -0.60187 -7.40438 -0.1 0.1 -0.1 -0.64
H 2.84424 -0.95566 -6.57450 0.1 0.0 0.1 0.44
H 4.07833 -0.28258 -7.15974 0.0 0.0 0.0 0.31
O 0.97469 -6.07259 -4.17070 -0.2 -0.2 -0.1 -0.61
H 1.32450 -5.86513 -3.29751 0.0 0.1 0.0 0.31
H 0.28948 -6.73343 -4.00199 0.0 0.0 0.1 0.33
O 3.60241 3.83085 3.69749 -0.1 0.4 0.1 -0.53
H 3.24244 3.37225 4.46407 0.1 -0.2 -0.1 0.24
H 4.44894 4.17936 3.98992 0.1 -0.2 0.0 0.24
O -1.92774 3.45780 -2.89799 -0.3 0.2 -0.1 -0.51
H -2.42211 3.18309 -2.12054 0.1 -0.1 0.0 0.28
H -2.03859 4.41494 -2.93462 0.0 0.0 -0.1 0.28
O 0.17306 5.94976 7.74668 -0.1 0.1 0.1 -0.64
H -0.62712 5.43638 7.58097 0.1 -0.1 -0.1 0.34
H 0.34829 5.85238 8.68750 0.1 -0.1 0.0 0.28
O 0.91355 1.04082 -9.15282 0.1 0.0 0.0 -0.65
H 1.16178 0.85998 -10.06352 0.0 0.0 0.0 0.31
H 1.65476 0.70040 -8.63320 0.0 -0.1 0.1 0.35
O -0.86441 -8.35814 -5.45252 0.2 0.1 -0.1 -0.61
H -1.03217 -9.08606 -6.05831 -0.1 0.0 0.1 0.29
H -0.08459 -7.92393 -5.81714 0.0 0.0 0.0 0.31
O -2.46310 -3.64457 2.14305 0.0 0.0 0.0 -0.69
H -1.56467 -3.39188 1.88447 0.0 0.1 -0.1 0.44
H -2.36660 -4.08611 2.98998 0.0 0.0 0.0 0.29
O -1.44098 6.91877 5.75306 -0.3 0.1 -0.1 -0.55
H -1.11169 7.39430 6.52457 0.2 -0.1 0.0 0.31
H -2.04642 7.52351 5.31289 0.0 0.0 0.0 0.26
O -2.62694 -6.09309 -3.09821 0.1 0.0 0.1 -0.58
H -3.15982 -5.57977 -2.46820 -0.2 -0.1 0.0 0.36
H -2.17615 -5.43169 -3.62933 0.0 0.0 -0.1 0.28
O -7.39366 -4.02105 -0.24774 -0.2 0.0 0.0 -0.64
H -7.40931 -4.69328 -0.93704 0.1 0.0 0.0 0.31
H -6.57133 -3.54978 -0.42875 0.0 0.0 0.0 0.31
O 6.82059 -0.30315 1.88286 0.1 -0.1 -0.1 -0.65
H 5.95403 -0.29283 1.45199 -0.2 0.1 0.1 0.44
H 7.02468 -1.23868 1.96306 0.0 0.0 0.0 0.29
O -3.74439 -6.67656 0.56078 -0.1 0.0 0.1 -0.60
H -3.43862 -7.48101 0.13014 0.0 0.1 -0.1 0.29
H -4.36379 -6.96671 1.23723 0.0 0.0 0.0 0.30
O -10.46067 -3.94158 0.46424 0.0 0.0 0.0 -0.64
H -9.54646 -3.74183 0.22502 0.2 0.0 0.0 0.35
H -10.38411 -4.41835 1.29528 0.0 0.0 0.0 0.30
```
Forces are in eV/Å.


No. 2
Molecular formula: C2H4N2OS2
Method: DFT, wB97M-V/def2-TZVPD

Calculated values
DFT total energy ... -28833.7252 eV
Relative energy (zero: lowest compared OMol25 entry of this formula, charge and spin) ... 3.358 eV
Multiplicity ... 1
LUMO energy ... -0.0612 hartree
Gap between HOMO and LUMO ... 7.391 eV

The geometry in XYZ format:
```
11
Properties=species:S:1:pos:R:3:forces:R:3:mulliken_charge:R:1
C 0.08575 0.79569 -0.38151 -0.7 1.2 1.5 0.07
C -1.37293 0.34703 -0.22088 0.0 0.0 -0.2 -1.04
N 0.72165 -0.27581 -1.09393 0.4 -0.7 -0.8 -0.12
N 1.44773 -1.08220 -0.56730 0.3 -0.5 -0.8 -0.07
O 1.29640 -2.24136 1.63183 0.0 -0.2 0.2 -0.39
S 0.78660 1.26684 1.21183 1.2 -1.9 -0.3 -0.24
S 2.04560 -1.18712 0.99268 -1.1 2.3 0.6 0.51
H 0.14340 1.65843 -1.04481 0.0 -0.1 -0.1 0.28
H -1.40701 -0.51187 0.44643 0.0 0.0 0.1 0.29
H -1.79801 0.06777 -1.18115 -0.1 0.0 -0.1 0.37
H -1.94918 1.16260 0.20681 0.0 0.0 0.0 0.33
```
Forces are in eV/Å.


No. 3
Molecular formula: C8H11N3O5
Method: DFT, wB97M-V/def2-TZVPD

Calculated values
SMILES string ... O=NC1[C@H](N=O)CC2(C[C@H]1N=O)OCCO2
DFT total energy ... -23173.9963 eV
Multiplicity ... 1
LUMO energy ... -0.0377 hartree
Gap between HOMO and LUMO ... 8.500 eV

The geometry in XYZ format:
```
27
Properties=species:S:1:pos:R:3:forces:R:3:mulliken_charge:R:1
O 0.94047 2.22085 -2.41047 1.1 -2.0 -0.8 -0.27
N 1.41289 1.16781 -2.83046 -1.0 2.6 1.0 -0.22
C 1.11885 0.02448 -1.93426 0.2 -1.5 -0.1 0.07
C 1.76146 0.10909 -0.53787 -0.6 1.1 0.4 0.31
N 3.15552 -0.40272 -0.50469 2.3 2.9 -0.5 -0.25
O 3.99574 0.51879 -0.48268 -2.4 -2.7 0.0 -0.29
C 0.99397 -0.66710 0.50549 -0.6 0.3 0.5 -1.60
C -0.44555 -0.07045 0.69660 0.5 -0.7 -0.6 1.77
C -1.05858 0.39984 -0.60675 0.5 1.4 -1.2 -1.67
C -0.41125 -0.29459 -1.82693 0.1 -1.5 1.1 0.19
N -1.09886 0.07688 -3.05591 -1.7 -1.2 -1.9 -0.14
O -1.76923 -0.80841 -3.59840 1.8 1.8 1.8 -0.34
O -1.28177 -1.12016 1.20301 0.3 1.0 0.1 -0.46
C -1.52381 -0.83598 2.56460 1.2 0.0 0.5 -0.50
C -1.25600 0.68118 2.70884 -0.4 -0.2 0.9 -0.40
O -0.43382 1.05108 1.58534 -0.7 -1.5 0.7 -0.47
H 1.61283 -0.81475 -2.44880 -0.3 0.1 0.0 0.38
H 1.72619 1.14645 -0.18842 0.4 0.2 -0.3 0.60
H 0.92206 -1.71612 0.22497 -0.1 -0.1 0.1 0.32
H 1.55025 -0.56750 1.45094 -0.3 -0.2 -0.2 0.39
H -0.90559 1.49355 -0.69075 0.1 -0.5 0.0 0.46
H -2.13505 0.27996 -0.58944 -0.2 -0.4 0.0 0.41
H -0.51803 -1.39603 -1.66009 0.1 0.6 -0.3 0.51
H -0.86748 -1.44841 3.21464 0.0 0.4 -0.3 0.26
H -2.51825 -1.13661 2.81130 -0.8 0.1 0.1 0.35
H -2.22660 1.22319 2.72341 0.7 0.0 -0.3 0.28
H -0.74036 0.88569 3.67676 -0.2 0.0 -0.8 0.30
```
Forces are in eV/Å.


- Among the records above, which one has the highest LUMO energy?
  C3H67FNO35S2